No. 1
Density functional theory data (ωB97M-V with the def2-TZVPD basis set) for C2H2Cl2N2S3 as an isolated structure at a distorted geometry.

The gap between HOMO and LUMO (alpha / beta) is 7.066 / 7.137 eV. The HOMO energy (alpha / beta) comes out at -8.8 / -8.8 eV. The value obtained for the LUMO energy (alpha / beta) is -1.777 / -1.685 eV. The charge is 0.

```
11
Properties=species:S:1:pos:R:3:forces:R:3:nbo_charge:R:1
C -2.17183 -0.03942 0.78150 0.2 0.3 1.8 -0.38
C -0.47047 -0.02152 -1.15655 3.9 3.1 1.4 -0.02
N 0.60992 -0.08379 -0.40341 -2.1 -1.3 -2.8 0.01
N 1.31336 0.72686 0.16084 -0.4 1.2 2.2 -0.37
S -2.96237 -1.27539 0.22955 0.1 0.8 0.2 0.19
S -1.37924 1.08366 1.57773 -1.3 -1.1 -0.8 0.18
S 2.89038 0.44598 0.41753 1.6 -1.7 -4.1 0.34
Cl -0.98251 1.49909 -1.77685 0.2 -0.6 -0.2 0.06
Cl 0.94628 -2.21908 -0.11953 -0.1 0.5 0.1 -0.34
H -0.94455 -0.89473 -1.30598 -1.6 -2.5 -0.9 0.24
H 3.15101 0.77832 1.59517 -0.5 1.3 3.1 0.10
```
Positions in Å, forces in eV/Å.

---

No. 2
Density functional theory data (ωB97M-V with the def2-TZVPD basis set) for an isolated ion of composition C3H4NO2 and charge -1 at a distorted geometry.

The gap between HOMO and LUMO is 6.269 eV. The HOMO energy comes out at -1.8 eV. The value obtained for the LUMO energy is 4.468 eV. The charge is -1.

```
10
Properties=species:S:1:pos:R:3:forces:R:3:nbo_charge:R:1
O -1.16316 1.89631 -0.32601 -0.6 0.4 0.1 -0.63
C -0.44743 0.96394 -0.02012 0.2 -0.4 0.5 0.50
C -0.68288 -0.17784 0.92200 -2.4 0.8 -3.7 -0.44
N -0.16121 -1.12057 -0.38391 1.3 1.3 0.6 -0.04
O -1.04268 -1.53799 -1.23166 -0.8 -0.1 -0.1 -0.73
C 0.49746 0.27994 -0.90808 0.2 -1.9 2.4 -0.43
H 0.03775 -0.38478 1.58553 2.3 -0.7 2.7 0.19
H -1.72191 -0.32291 1.17446 -0.2 -0.1 0.5 0.19
H 0.29592 0.29937 -1.88644 -1.3 0.6 -3.9 0.20
H 1.55114 0.26035 -0.86382 1.3 0.1 1.0 0.18
```
Positions in Å, forces in eV/Å.

---

No. 3
Density functional theory data (ωB97M-V with the def2-TZVPD basis set) for a 8-piece molecular cluster, C26H73N5O8 overall at a distorted geometry.

The gap between HOMO and LUMO is 9.854 eV. The HOMO energy comes out at -9.2 eV. The value obtained for the LUMO energy is 0.610 eV. The charge is 0.

```
112
Properties=species:S:1:pos:R:3:forces:R:3:mulliken_charge:R:1
C -0.81217 6.21694 -3.85739 0.1 0.0 -0.5 -0.74
O -1.18765 4.98581 -3.28863 -0.1 0.2 0.0 -0.33
C -0.41285 3.91689 -3.76722 0.4 -0.5 -0.3 -0.91
C -0.91900 2.63411 -3.12588 0.1 0.5 -0.2 1.20
C 0.07231 1.51254 -3.32478 0.0 -0.8 0.5 -0.90
N -2.26398 2.25181 -3.58731 0.5 0.3 0.2 -0.56
H -1.18377 7.04217 -3.25490 -0.1 -0.1 0.2 0.25
H -1.22648 6.31825 -4.86925 0.1 0.0 0.0 0.28
H 0.27900 6.28903 -3.93678 0.0 0.1 0.1 0.30
H -0.44016 3.81403 -4.86637 -0.2 0.2 0.0 0.33
H 0.64912 4.06719 -3.51579 -0.1 0.1 0.2 0.25
H -0.97500 2.90704 -2.06622 0.0 -0.4 0.1 -0.33
H 0.18584 1.13420 -4.34538 -0.1 0.5 -0.2 0.43
H -0.29323 0.63630 -2.77763 0.1 0.1 0.1 -0.09
H 1.06161 1.77761 -2.94806 0.0 0.0 0.0 0.25
H -2.72247 3.12271 -3.83889 -0.3 -0.2 -0.1 0.28
H -2.15039 1.68965 -4.42406 -0.2 0.0 -0.1 0.29
C 0.33856 -2.56920 -3.18336 -0.2 0.3 0.0 -0.31
O 1.53863 -3.24811 -2.88849 -0.8 -0.1 0.1 -0.47
C 1.87877 -3.13513 -1.52417 1.2 -0.3 -0.2 0.20
C 2.49354 -4.46021 -1.10745 1.1 -0.1 0.8 0.21
C 1.41454 -5.51909 -0.97901 0.6 -0.5 -0.5 -1.29
N 3.19082 -4.29413 0.19009 -0.1 0.5 0.4 -0.61
H -0.51753 -2.98040 -2.63975 0.1 -0.1 0.0 0.08
H 0.12430 -2.63540 -4.24924 0.2 -0.1 0.0 0.36
H 0.41340 -1.51081 -2.90786 0.0 0.0 -0.1 0.14
H 2.62187 -2.32613 -1.46522 0.0 0.0 0.4 0.29
H 1.06518 -2.92412 -0.82799 -0.3 0.1 -0.3 -0.27
H 3.27101 -4.73279 -1.82804 -0.5 -0.1 -0.5 0.31
H 1.06261 -5.76757 -1.98316 -0.6 0.4 0.2 0.33
H 0.65870 -5.17276 -0.27597 -0.3 -0.1 -0.2 0.11
H 1.79557 -6.47940 -0.62122 0.2 0.2 0.3 0.45
H 3.64594 -3.38709 0.24614 -0.2 0.1 -0.2 0.24
H 3.96680 -4.93626 0.29909 -0.3 -0.3 -0.1 0.23
C -0.82501 -1.37549 -0.01040 -0.1 0.1 0.2 0.31
O -1.72395 -0.58056 0.73524 -0.1 -0.3 0.2 -0.35
C -1.53830 0.80092 0.52951 0.6 0.0 -0.3 -0.23
C -2.32793 1.58777 1.53170 -0.2 0.6 -0.2 1.06
C -2.13752 3.07523 1.24325 0.7 0.1 0.1 -1.48
N -1.86041 1.29809 2.88937 -0.1 0.3 -0.2 -0.61
H -1.12150 -1.39916 -1.06197 0.3 0.2 -0.1 -0.12
H -0.83928 -2.40475 0.35332 -0.3 0.1 0.2 0.13
H 0.19525 -0.99818 0.13938 0.0 0.0 -0.4 -0.07
H -0.47190 1.06425 0.65405 0.0 -0.1 0.1 -0.20
H -1.77445 1.11408 -0.49756 -0.3 -0.2 0.0 0.34
H -3.40116 1.40356 1.40575 0.1 -0.4 -0.1 -0.30
H -1.12237 3.35575 1.54189 -0.1 0.0 0.1 0.31
H -2.84164 3.67311 1.82088 0.0 0.1 -0.1 0.41
H -2.20493 3.32946 0.18415 -0.4 -0.1 0.0 0.27
H -1.63282 0.32008 3.00967 -0.3 -0.1 0.0 0.22
H -2.59594 1.57267 3.52747 0.2 -0.2 0.3 0.27
C 2.74617 1.71570 0.04863 -0.3 -0.8 0.0 -0.93
O 3.19209 2.54127 -0.99089 0.4 -0.2 0.0 -0.26
C 3.68643 3.80714 -0.55490 -1.0 -0.4 -0.9 -0.90
C 4.57417 4.34079 -1.65999 0.9 0.2 0.3 0.77
C 5.69292 3.36977 -2.00736 0.0 -0.4 -0.2 -1.33
N 5.20374 5.59142 -1.18751 -0.5 -0.1 0.0 -0.75
H 1.71835 1.94244 0.35978 0.2 0.4 0.4 0.26
H 3.46046 1.68107 0.87824 -0.2 0.3 0.2 0.53
H 2.66966 0.67798 -0.29964 0.2 0.2 -0.4 0.24
H 2.79729 4.45411 -0.50408 0.3 0.2 0.6 0.30
H 4.20664 3.70528 0.39909 0.1 0.2 0.0 0.41
H 3.95277 4.52644 -2.54358 -0.1 -0.2 0.0 0.14
H 5.30878 2.52122 -2.57513 0.0 0.1 -0.1 0.28
H 6.18194 2.94104 -1.12985 -0.1 0.3 0.2 0.31
H 6.47376 3.86627 -2.58683 -0.1 0.0 -0.1 0.38
H 5.63809 6.04248 -1.98517 0.1 0.1 0.1 0.27
H 4.46968 6.22100 -0.87397 0.1 0.1 0.0 0.24
C 2.17661 -1.96325 2.58957 -0.7 0.5 0.0 -0.19
O 2.89616 -1.18792 3.51958 0.4 0.1 -0.4 -0.39
C 2.35288 0.07960 3.80462 -0.6 0.0 -0.1 -0.47
C 3.22140 0.73373 4.84716 0.3 0.6 -0.1 0.68
C 2.58778 2.03373 5.33227 -0.5 -0.3 0.2 -1.41
N 4.50887 1.03313 4.18376 0.0 -0.4 0.1 -0.70
H 1.28949 -2.39636 3.07206 0.2 -0.3 0.0 0.30
H 2.84449 -2.70567 2.17343 -0.1 -0.3 0.2 0.21
H 1.76059 -1.37295 1.75711 0.3 0.2 0.0 -0.07
H 2.34154 0.75638 2.93232 0.1 -0.3 -0.2 -0.03
H 1.29792 -0.01669 4.10409 0.2 0.0 0.3 0.31
H 3.34795 0.07055 5.70933 -0.1 -0.2 -0.1 0.34
H 2.78680 2.84406 4.63574 0.1 0.1 0.0 0.32
H 2.92861 2.28022 6.33750 0.2 0.2 -0.1 0.37
H 1.50356 1.90016 5.41404 0.0 0.1 0.0 0.31
H 5.27021 0.99359 4.85212 0.0 0.1 0.0 0.23
H 4.69391 0.28051 3.52703 0.1 0.0 0.1 0.24
C -5.68049 -0.02146 2.20546 -0.5 -1.3 0.0 -0.56
C -6.63631 -0.06854 3.38289 0.2 0.8 0.5 -0.49
O -7.97878 0.17944 2.98849 -0.2 -0.4 0.0 -0.52
H -5.94539 0.79163 1.53431 0.4 0.2 0.0 0.35
H -5.83686 -0.96375 1.66860 0.0 0.2 -0.3 0.23
H -4.63665 -0.06620 2.51196 0.0 0.5 0.0 0.14
H -6.36030 0.66684 4.15077 0.1 0.0 -0.1 0.30
H -6.59107 -1.04021 3.87352 -0.2 -0.1 -0.1 0.27
H -8.12302 1.12738 2.93634 0.1 0.0 0.0 0.29
C -2.12774 -4.72034 2.33654 0.0 -0.3 0.3 -0.36
C -2.11204 -6.00021 3.13030 0.6 -0.8 -0.3 -0.44
O -2.49816 -7.09198 2.27973 -0.5 0.2 0.1 -0.53
H -3.12225 -4.52893 1.93631 0.0 0.1 0.1 0.30
H -1.43372 -4.81435 1.50201 0.1 0.2 0.0 -0.18
H -1.82073 -3.93524 3.02852 0.0 0.3 -0.3 0.30
H -2.72434 -5.92724 4.03216 -0.2 -0.1 -0.1 0.36
H -1.08767 -6.24604 3.43254 0.0 0.4 0.3 0.25
H -2.94776 -7.75926 2.80376 0.0 0.0 0.0 0.30
C -3.54733 -3.47009 -3.44925 0.5 -0.2 0.6 -0.97
C -3.37328 -2.04851 -3.96154 -0.7 -0.4 0.0 -0.43
O -2.53412 -1.28660 -3.10901 0.1 0.0 -0.1 -0.26
H -4.23012 -4.08803 -4.03156 0.0 0.2 -0.2 0.39
H -3.89448 -3.49547 -2.41070 -0.2 0.3 -0.1 0.27
H -2.57048 -3.96030 -3.40165 -0.1 -0.1 -0.3 0.20
H -4.35338 -1.56890 -4.06576 0.1 0.1 0.0 0.36
H -2.93877 -2.07191 -4.96150 0.2 0.1 0.1 0.28
H -3.07608 -0.97443 -2.37741 0.1 0.1 0.0 0.18
```
Positions in Å, forces in eV/Å.

---

No. 4
Density functional theory data (ωB97M-V with the def2-TZVPD basis set) for C29H20O2PSZn as an isolated structure.

The gap between HOMO and LUMO is 6.873 eV. The HOMO energy comes out at -4.3 eV. The value obtained for the LUMO energy is 2.575 eV. The charge is -1.

```
54
Properties=species:S:1:pos:R:3:forces:R:3:nbo_charge:R:1
Zn -0.76274 0.55944 0.24401 -0.6 0.1 0.0 1.52
O -0.79969 4.30511 0.58134 0.0 -0.1 0.0 -0.67
C -0.90411 3.21977 1.13777 0.1 -0.1 0.0 0.78
O -0.10668 2.21607 0.92733 0.2 0.2 -0.1 -0.93
C -1.98205 3.06020 2.19841 -0.2 -0.1 0.0 -0.22
C -2.28755 4.23303 2.89502 0.0 0.0 0.0 -0.11
C -3.25620 4.28240 3.87808 0.0 -0.1 0.0 -0.29
C -3.97748 3.12650 4.16242 0.0 0.0 0.0 -0.21
C -3.70369 1.95875 3.47728 0.1 0.0 -0.1 -0.25
C -2.69479 1.87889 2.49666 0.1 0.1 0.1 -0.10
S -2.50842 0.27966 1.76586 0.2 -0.1 -0.1 -0.54
H -1.73172 5.12279 2.62522 0.0 0.0 0.0 0.22
H -3.45610 5.20593 4.40779 0.0 0.0 0.0 0.20
H -4.75742 3.13718 4.91699 0.0 0.0 0.0 0.19
H -4.27271 1.05924 3.68345 0.0 0.0 0.0 0.21
C 2.60452 -6.13868 -1.05175 0.0 0.0 0.1 -0.22
C 1.56723 -6.21837 -0.13256 0.0 0.1 0.0 -0.21
C 0.77846 -5.10351 0.13630 0.1 0.0 0.0 -0.22
C 1.01396 -3.89234 -0.51400 0.0 0.1 0.1 -0.32
C 2.06540 -3.82513 -1.42913 0.0 0.0 -0.1 -0.14
C 2.85119 -4.93595 -1.70122 0.0 0.0 0.0 -0.24
P 0.07710 -2.32711 -0.20889 -0.2 0.0 0.2 0.78
C -0.87059 -2.79149 1.30100 0.0 -0.2 -0.2 -0.23
C -2.12572 -3.39786 1.29323 0.0 0.1 0.1 -0.23
C -2.73448 -3.76913 2.48648 0.0 0.1 0.0 -0.21
C -2.10153 -3.52991 3.69832 0.0 0.0 0.0 -0.21
C -0.85759 -2.91383 3.71588 0.0 0.0 0.0 -0.20
C -0.24967 -2.54716 2.52495 0.0 0.0 0.0 -0.23
C -1.18150 -2.38365 -1.55289 0.0 0.1 0.0 -0.34
C -1.57751 -3.58866 -2.08117 -0.1 0.0 0.0 -0.22
C -2.53638 -3.66175 -3.11051 0.0 -0.1 0.0 -0.24
C -3.05383 -2.51584 -3.63836 0.0 0.0 0.0 -0.16
C -2.62773 -1.24832 -3.17476 0.1 0.0 0.1 -0.11
C -3.10238 -0.06451 -3.79363 0.0 0.0 0.0 -0.21
C -2.62211 1.15086 -3.40858 0.0 0.0 0.0 -0.21
C -1.70152 1.24206 -2.33807 0.0 0.0 0.0 -0.26
C -1.26575 0.13949 -1.63941 0.0 -0.4 0.2 -0.55
C -1.70023 -1.15296 -2.09326 0.2 0.1 -0.3 0.03
H 3.22224 -7.00658 -1.25366 0.0 0.0 0.0 0.21
H 1.36126 -7.15237 0.37848 0.0 0.0 0.0 0.21
H -0.02486 -5.18258 0.85852 0.0 0.0 0.0 0.23
H 2.26815 -2.88713 -1.93659 0.0 0.0 0.0 0.21
H 3.66088 -4.86399 -2.41815 0.0 0.0 0.0 0.21
H -2.64625 -3.55142 0.35611 0.0 0.0 0.0 0.22
H -3.71346 -4.23386 2.46577 0.0 0.0 0.0 0.21
H -2.59235 -3.79734 4.62760 0.1 0.0 0.0 0.21
H -0.36958 -2.70723 4.66110 0.0 0.0 0.0 0.21
H 0.71199 -2.04352 2.54474 0.0 0.0 0.0 0.22
H -1.15984 -4.51224 -1.70143 0.0 0.0 0.0 0.21
H -2.85058 -4.63055 -3.48233 0.0 0.0 0.0 0.20
H -3.78618 -2.55738 -4.43870 0.0 0.0 0.0 0.20
H -3.84421 -0.15113 -4.58274 0.1 0.0 0.0 0.19
H -2.96268 2.05277 -3.90474 0.0 0.0 0.0 0.20
H -1.34917 2.22957 -2.04687 -0.1 0.0 0.0 0.22
```
Positions in Å, forces in eV/Å.

---

No. 5
Density functional theory data (ωB97M-V with the def2-TZVPD basis set) for a 2-piece molecular cluster, C4H11NO2 overall at a distorted geometry.

The gap between HOMO and LUMO (alpha / beta) is 10.316 / 4.796 eV. The HOMO energy (alpha / beta) comes out at -14.2 / -14.2 eV. The value obtained for the LUMO energy (alpha / beta) is -3.846 / -9.359 eV. The spin multiplicity is 2. The charge is +1.

```
18
Properties=species:S:1:pos:R:3:forces:R:3:mulliken_spin:R:1
C -0.74560 3.40616 1.13657 -0.5 1.5 -0.4 0.00
C -0.35574 2.26880 0.21552 0.7 -2.0 3.6 0.00
O -0.59024 1.83102 -0.85552 -0.4 0.8 -1.2 0.00
O 0.29687 1.42066 1.16002 0.1 0.5 0.1 0.00
H -1.15088 4.26535 0.63062 -0.2 0.2 -0.6 0.00
H 0.04203 3.82738 1.77913 0.2 -0.7 -0.5 0.00
H -1.53150 3.10671 1.83834 0.2 -0.5 -0.3 0.00
C -0.06653 -1.70391 -0.67516 0.9 0.3 1.4 0.04
C 1.10671 -2.12804 -1.59374 -0.2 0.1 -1.4 0.11
N 0.14051 -2.42913 0.58521 -4.0 1.1 -0.5 0.81
H -0.07716 -0.61941 -0.49214 0.0 -0.5 -0.1 0.00
H -1.03891 -2.05800 -1.06613 0.4 0.1 0.0 0.04
H 1.45892 -1.26163 -2.15965 -0.1 0.1 0.3 0.01
H 0.62722 -2.77785 -2.33061 0.8 -0.4 0.2 0.00
H -0.11171 -1.92876 1.44911 1.4 0.2 0.2 0.00
H 0.54252 0.54693 0.84272 0.1 0.3 -0.6 0.00
H -0.51436 -3.22015 0.59637 1.2 -1.0 0.0 -0.01
H 1.96783 -2.54615 -1.06066 -0.4 -0.1 -0.2 0.00
```
Positions in Å, forces in eV/Å.

---

No. 6
Density functional theory data (ωB97M-V with the def2-TZVPD basis set) for C8H13BN2Pt as an isolated structure at a distorted geometry.

The gap between HOMO and LUMO (alpha / beta) is 6.415 / 5.853 eV. The HOMO energy (alpha / beta) comes out at -6.4 / -9.1 eV. The value obtained for the LUMO energy (alpha / beta) is 0.039 / -3.289 eV. The spin multiplicity is 5. The charge is 0.

```
25
Properties=species:S:1:pos:R:3:forces:R:3:mulliken_spin:R:1
C -0.49419 0.96627 -2.44260 0.2 1.3 0.0 0.12
C 0.92127 1.08945 -2.17511 -0.6 1.0 -0.7 0.09
C 1.08578 1.85904 -0.96679 -0.9 1.1 -0.9 0.26
C -0.22658 2.24781 -0.50561 0.7 0.5 -0.8 0.19
C -1.20120 1.71127 -1.42302 0.5 0.2 -1.2 0.19
Pt -0.04395 -0.05135 -0.44369 0.4 2.3 2.7 1.49
N -1.51890 -1.35596 -0.06345 -1.0 -2.3 -2.4 0.89
C -0.32492 -2.28710 -0.81919 -1.5 -1.1 0.3 -0.03
C 1.03139 -1.67337 -0.93460 1.9 -2.4 -0.7 0.61
H 2.03403 2.15865 -0.52450 -0.4 -0.3 0.0 0.01
H 1.72358 0.68669 -2.78560 -0.2 0.0 0.2 -0.01
H -0.43514 2.89716 0.34281 0.1 -0.4 -0.2 0.01
H -2.27466 1.87423 -1.38047 0.3 -0.2 0.1 0.01
H -0.94047 0.47210 -3.30034 0.1 0.1 0.2 0.01
H 1.41519 -1.62499 -1.94816 0.2 -0.2 0.2 -0.01
H -0.23882 -3.16639 -0.16604 -0.3 0.4 0.3 0.05
H -2.14051 -1.22460 -0.88025 -0.5 -0.6 0.8 -0.03
H 1.71208 -1.99038 -0.14960 0.2 0.1 -0.3 -0.02
H -0.71567 -2.61631 -1.79303 0.0 0.5 0.3 0.00
B 0.04246 0.00088 4.24115 -0.1 -0.1 0.9 0.00
C 0.22308 0.02611 2.71411 0.3 -0.1 -1.9 0.05
N 0.36889 0.02491 1.54828 0.5 0.0 3.4 0.11
H -0.99807 0.57799 4.51759 0.2 0.0 -0.2 0.01
H 0.99984 0.56643 4.74575 -0.1 0.0 -0.2 0.01
H -0.00453 -1.16853 4.59237 0.0 0.2 -0.2 0.00
```
Positions in Å, forces in eV/Å.

---

E_tot per entry: -62632.27894; -8757.36112; -51972.58516; -103038.32650; -9901.47106; -15399.99698 eV